--- w ---
DFT (ωB97M-V with the def2-TZVPD basis set) results for 2 unconnected molecules or ions with the total composition C9H11NO2.

The geometry in XYZ format:
```
23
Properties=species:S:1:pos:R:3
O 0.4639 -1.3716 -0.4302
O 3.5886 -0.0512 1.0105
N 0.3679 1.3062 -0.8214
C -1.9054 -1.4679 0.1105
C 1.6528 0.6845 -0.5477
C -1.9399 1.4232 -0.0018
C -2.9746 -0.7279 0.5530
C -0.7358 -0.7100 -0.2425
C 2.1651 0.3942 0.9745
C -0.7742 0.6685 -0.2578
C -3.0242 0.7138 0.5908
C 1.4877 -0.7886 -1.1935
H 1.4321 -0.1511 1.7495
H 3.3107 -1.3181 1.7051
H 1.0945 -0.8660 -2.2110
H -1.8662 -2.4793 0.1035
H 2.0208 1.4970 1.2277
H -3.7514 -1.4264 0.9391
H 2.2803 -1.5203 -0.9396
H -2.1663 2.4868 -0.2032
H 2.4299 1.2958 -1.0847
H -4.0510 1.2447 0.5232
H 0.5621 2.3371 -0.6147
```

Calculated values
- 2S+1 = 1
- LUMO (eV) = -0.54
- M (g/mol) = 165.19
- gap between HOMO and LUMO (eV) = 7.385
- HOMO (eV) = -7.926


--- x ---
DFT (ωB97M-V with the def2-TZVPD basis set) results for a molecular structure, C9H11NO2.

The geometry in XYZ format:
```
23
Properties=species:S:1:pos:R:3
O 2.8204 2.0446 -1.1504
O 0.1335 -1.0217 -0.0369
N 2.5042 -0.1882 -0.8493
C 0.3407 2.6293 -0.2158
C -1.9807 2.1018 0.5441
C -0.9460 2.9880 0.1607
C 2.1113 1.0751 -0.7762
C 0.6021 1.2599 -0.2515
C -0.1748 0.3753 0.1416
C -0.1302 -3.2784 0.2971
C -1.4895 0.7339 0.4704
C -0.7957 -2.0182 0.4504
H -1.0398 -1.9451 1.5426
H 0.4999 -3.1596 -0.7743
H 0.8272 3.4444 -0.3998
H 3.4827 -0.6106 -1.1498
H 1.8151 -1.2724 -0.3765
H -2.2047 -0.1982 0.7175
H -1.2738 4.2222 -0.0403
H -2.8082 2.2920 0.8682
H -1.5158 -1.7585 -0.1176
H 0.2733 -3.6743 1.0783
H -1.0510 -4.0413 -0.1324
```

Calculated values
- 2S+1 = 1
- LUMO (eV) = 0.60
- M (g/mol) = 165.19
- gap between HOMO and LUMO (eV) = 9.842
- HOMO (eV) = -9.240


Which one sits at the top of the stability order? w does.


--- w ---
DFT (ωB97M-V with the def2-TZVPD basis set) results for 4 unconnected molecules or ions with the total composition C3H13O3S.

The geometry in XYZ format:
```
20
Properties=species:S:1:pos:R:3
S -0.6863 -0.7312 2.6892
O -2.7012 0.3155 -2.7973
O 1.6044 0.4796 4.5602
O 2.5817 -1.5678 -3.0516
C -0.0496 1.3367 -0.4373
C -0.8851 -0.7461 0.8361
C 0.2367 -0.1003 0.0436
H 0.1162 2.0314 0.3866
H 2.5668 -1.9379 -2.1889
H 1.7478 -1.1219 -3.1812
H 0.3478 -0.6965 -0.8723
H 1.0817 1.2836 4.6981
H -2.9559 -0.1839 -2.0476
H 1.1226 -0.0394 3.8616
H -1.0947 1.4005 -0.7402
H -0.9768 -1.8140 0.6373
H 1.0953 -0.0609 0.7122
H -1.9309 0.7829 -2.4985
H -1.8607 -0.3012 0.6025
H 0.6401 1.6708 -1.2126
```

Calculated values
- 2S+1 = 1
- net charge = -1
- LUMO (eV) = 3.15
- M (g/mol) = 129.20
- gap between HOMO and LUMO (eV) = 6.099
- HOMO (eV) = -2.946


--- x ---
DFT (ωB97M-V with the def2-TZVPD basis set) results for 4 unconnected molecules or ions with the total composition C3H13O3S.

The geometry in XYZ format:
```
20
Properties=species:S:1:pos:R:3
S -0.7034 1.3871 0.4606
O -1.4543 3.6554 -1.6322
O 0.0062 -0.9600 2.4288
O -0.5592 -3.5977 3.1764
C 1.8997 0.3767 -1.2003
C -0.6864 0.3179 -1.0358
C 0.6315 -0.4844 -1.1912
H 1.8504 1.0225 -2.0835
H -0.5203 -2.6624 2.8859
H 2.0482 0.9480 -0.2865
H -2.3660 3.7024 -1.3287
H -0.6746 0.9203 -1.9508
H -1.4943 -3.8015 3.2553
H 0.5596 -0.9794 -2.1716
H -1.0739 3.0057 -0.9901
H 0.8812 -0.6130 2.6282
H -0.3082 -0.3418 1.7148
H 2.7576 -0.2977 -1.2859
H -1.5288 -0.3661 -0.9996
H 0.7348 -1.2319 -0.3937
```

Calculated values
- 2S+1 = 1
- net charge = -1
- LUMO (eV) = 3.63
- M (g/mol) = 129.20
- gap between HOMO and LUMO (eV) = 7.070
- HOMO (eV) = -3.442


--- y ---
DFT (ωB97M-V with the def2-TZVPD basis set) results for 4 unconnected molecules or ions with the total composition C3H13O3S.

The geometry in XYZ format:
```
20
Properties=species:S:1:pos:R:3
S -0.7676 -1.6766 -0.0159
O 5.4797 0.1434 2.1910
O 1.1718 0.2473 1.1635
O 2.6445 1.8206 2.9780
C -2.1258 0.0443 -1.8388
C -2.0904 -0.4528 -0.3124
C -3.1853 -0.8294 -2.6350
H -3.1415 -0.6074 0.0760
H -2.7034 -1.8840 -2.7250
H -3.3502 -0.4358 -3.6436
H -2.4551 1.1037 -1.8349
H -1.1805 -0.0307 -2.4621
H 0.8231 -0.1881 1.9200
H -1.6876 0.4061 0.3644
H 0.6084 -0.1893 0.5177
H 2.1812 1.3036 2.2308
H 5.7338 0.8072 1.4623
H -4.0963 -0.9914 -2.2009
H 3.5349 1.6231 2.8494
H 4.6064 -0.2138 1.9156
```

Calculated values
- 2S+1 = 1
- net charge = -1
- LUMO (eV) = 3.10
- M (g/mol) = 129.20
- gap between HOMO and LUMO (eV) = 6.154
- HOMO (eV) = -3.052


--- z ---
DFT (ωB97M-V with the def2-TZVPD basis set) results for 4 unconnected molecules or ions with the total composition C3H13O3S.

The geometry in XYZ format:
```
20
Properties=species:S:1:pos:R:3
S -0.7398 -1.3522 -0.4518
O 3.9453 0.0898 2.0234
O 1.3126 0.5096 1.1222
O 2.7128 2.7390 2.4173
C -2.0553 -0.1111 -0.7676
C -2.5383 0.1003 -2.2192
C -3.2136 -1.1519 -2.6831
H 4.1898 -0.2389 2.8910
H -2.9976 -0.3473 -0.2354
H 0.7686 0.1175 0.3962
H 2.9857 -0.0576 1.9532
H -3.3280 -1.1332 -3.7708
H -4.2543 -1.4341 -2.3100
H 3.5200 2.2495 2.2341
H 2.0407 2.3007 1.8753
H -3.0473 1.0496 -2.0691
H 0.6627 0.5724 1.8650
H -1.6739 0.2321 -2.8854
H -2.5278 -2.0006 -2.4548
H -1.7645 0.9258 -0.3735
```

Calculated values
- 2S+1 = 1
- net charge = -1
- LUMO (eV) = 3.40
- M (g/mol) = 129.20
- gap between HOMO and LUMO (eV) = 6.513
- HOMO (eV) = -3.118


Which one sits at the top of the stability order? x does.


--- w ---
DFT (ωB97M-V with the def2-TZVPD basis set) results for C4H10N4 in the gas phase.

The geometry in XYZ format:
```
18
Properties=species:S:1:pos:R:3
N 1.2303 -1.1848 -0.5704
N -0.1055 0.5331 0.6653
N -1.1936 -1.0436 -0.6369
N -2.3798 -0.0050 1.0236
C -1.1789 -0.1709 0.4139
C -0.1445 1.7247 1.4838
C 2.0261 -0.5634 -1.6092
C -0.0446 -1.6164 -0.8469
H 2.5631 -1.3181 -2.1884
H -0.3002 2.6113 0.8605
H -3.1236 -0.4359 0.4877
H -2.6124 0.9287 1.3286
H -0.0320 -2.4862 -1.5258
H -0.8970 1.6933 2.2772
H 2.7514 0.1198 -1.1565
H 1.3856 0.0107 -2.2865
H 0.8220 1.8353 1.9874
H 1.2337 -0.6326 0.2926
```

Calculated values
- 2S+1 = 1
- SMILES string = C/N=C(N)/N=C\NC
- LUMO (eV) = 0.87
- M (g/mol) = 114.15
- gap between HOMO and LUMO (eV) = 9.243
- HOMO (eV) = -8.370


--- x ---
DFT (ωB97M-V with the def2-TZVPD basis set) results for C4H10N4 in the gas phase.

The geometry in XYZ format:
```
18
Properties=species:S:1:pos:R:3
N 1.0902 -2.0125 1.2014
N -0.7998 -0.8095 0.5867
N -1.0312 0.2829 -0.5014
N 1.0882 1.5034 -0.2801
C 0.3045 0.5318 -0.9557
C 0.9044 -0.8629 -1.0772
C 0.4043 -1.3651 0.2300
C -1.8116 1.4041 -0.0138
H -1.3839 1.8927 0.8706
H -1.5902 -1.4609 0.6356
H -2.8230 1.0670 0.2230
H -1.8817 2.1367 -0.8189
H 0.7786 1.8015 0.6422
H 1.9917 -0.8459 -1.1314
H 1.9819 -2.4230 0.9796
H 0.4792 -1.4127 -1.9242
H 0.9659 -1.7385 2.1682
H 1.3328 2.3108 -0.8345
```

Calculated values
- 2S+1 = 1
- LUMO (alpha / beta) (eV) = 0.86 / 0.93
- M (g/mol) = 114.15
- gap between HOMO and LUMO (alpha / beta) (eV) = 6.316 / 7.225
- HOMO (alpha / beta) (eV) = -5.458 / -6.295


--- y ---
DFT (ωB97M-V with the def2-TZVPD basis set) results for C4H10N4 in the gas phase.

The geometry in XYZ format:
```
18
Properties=species:S:1:pos:R:3
N -0.7647 -1.4936 0.4895
N 0.5147 -0.7524 -1.7032
N -0.4556 0.2318 -1.8817
N -1.6296 -2.9184 0.8048
C 0.3781 0.2994 -0.7115
C -0.1971 -0.1248 0.5134
C -0.4466 0.7572 1.7358
C 1.3709 1.4011 -0.7344
H -0.7331 1.8057 1.3881
H 1.0877 2.3852 -0.2950
H 1.3835 -0.5572 -2.2473
H 0.4880 0.7934 2.3870
H 1.9336 1.4610 -1.6742
H -0.4228 -1.8805 -0.3450
H 2.2419 1.3121 -0.0287
H -1.1959 0.2024 2.2305
H -1.4114 -0.1878 -1.6536
H -2.1418 -2.7346 1.7254
```

Calculated values
- 2S+1 = 1
- LUMO (alpha / beta) (eV) = 0.11 / 0.11
- M (g/mol) = 114.15
- gap between HOMO and LUMO (alpha / beta) (eV) = 7.644 / 7.631
- HOMO (alpha / beta) (eV) = -7.533 / -7.522


--- z ---
DFT (ωB97M-V with the def2-TZVPD basis set) results for C4H10N4 in the gas phase.

The geometry in XYZ format:
```
18
Properties=species:S:1:pos:R:3
N 1.5867 0.8966 -0.5507
N -2.6475 -0.2057 0.6109
N -0.6813 1.8307 0.2035
N -1.9885 -2.1292 -0.5110
C 0.0236 0.8377 -0.0831
C 2.7739 0.2722 -0.0185
C -0.0150 -0.6050 -0.0467
C -1.7103 -0.9821 -0.0082
H 0.2545 -1.1178 -0.9683
H 3.6318 0.9545 -0.0547
H 2.6242 -0.0153 1.0286
H 0.3478 -1.0210 0.8921
H -2.9922 -2.3282 -0.4464
H -3.5005 -0.6354 0.9468
H 1.7605 1.4561 -1.3799
H 3.0388 -0.6324 -0.5802
H -2.3205 0.7132 0.9101
H -0.1859 2.7112 0.0555
```

Calculated values
- 2S+1 = 1
- SMILES string = [H]/N=C(\N)C/C(=N/[H])NC
- LUMO (eV) = 0.91
- M (g/mol) = 114.15
- gap between HOMO and LUMO (eV) = 9.392
- HOMO (eV) = -8.481


Which one sits at the top of the stability order? w does.


--- w ---
DFT (ωB97M-V with the def2-TZVPD basis set) results for 3 unconnected molecules or ions with the total composition C4H10N4.

The geometry in XYZ format:
```
18
Properties=species:S:1:pos:R:3
N -1.1934 -0.2665 -0.8957
N -1.5903 -1.3687 -0.3271
N -1.2823 -0.9672 2.4507
N -2.8975 -1.4520 0.0039
C 1.5316 1.9360 -0.0107
C 2.2669 -0.3414 -0.7706
C -0.5678 -0.9189 1.5386
C 1.3954 0.4470 -0.1412
H 1.1830 2.4575 -0.9055
H -3.2313 -2.4023 0.0804
H 2.5545 2.2692 0.1829
H -3.1373 -0.8834 0.8225
H 0.9058 2.2930 0.8089
H 3.0806 0.0444 -1.3760
H -1.9195 0.4550 -0.8229
H 0.7770 -0.0661 0.7614
H 2.2068 -1.4190 -0.6848
H -0.0822 0.1835 -0.7149
```

Calculated values
- 2S+1 = 1
- LUMO (alpha / beta) (eV) = -0.94 / -0.94
- M (g/mol) = 114.15
- gap between HOMO and LUMO (alpha / beta) (eV) = 7.922 / 7.924
- HOMO (alpha / beta) (eV) = -8.867 / -8.868


--- x ---
DFT (ωB97M-V with the def2-TZVPD basis set) results for C4H10N4 in the gas phase.

The geometry in XYZ format:
```
18
Properties=species:S:1:pos:R:3
N -0.3778 -0.6069 2.0410
N -0.6740 1.3484 0.0422
N 0.0021 -0.0863 -1.7875
N 1.1658 0.3621 0.3809
C -1.0293 2.3991 -0.8820
C 0.4345 -0.6835 0.8848
C -0.0404 0.2790 -0.4353
C 0.9345 -2.0897 0.6003
H 0.0004 -1.1100 2.8337
H -0.7384 2.2671 -1.9282
H -0.4030 -0.9901 -1.9911
H -0.5961 0.3614 2.2501
H 1.5687 -2.1224 -0.2829
H -0.6489 3.3621 -0.5357
H 0.0945 -2.7732 0.4622
H 0.9099 0.0181 -2.2164
H 1.5200 -2.4306 1.4586
H -2.1226 2.4952 -0.8947
```

Calculated values
- 2S+1 = 1
- LUMO (eV) = -0.22
- M (g/mol) = 114.15
- gap between HOMO and LUMO (eV) = 7.768
- HOMO (eV) = -7.989


--- y ---
DFT (ωB97M-V with the def2-TZVPD basis set) results for a molecular structure, C4H10N4.

The geometry in XYZ format:
```
18
Properties=species:S:1:pos:R:3
N -1.0057 1.1705 -0.4555
N 2.2447 0.0311 0.1378
N 0.1486 1.7316 -0.0856
N 1.5869 -1.2326 -0.1901
C -1.1766 -1.4330 -0.0397
C 0.2422 -0.6999 -0.2613
C 1.3947 1.2620 -0.0461
C -1.7129 -0.0098 0.2765
H -1.3009 -1.9627 1.0296
H 2.0090 -1.3280 -1.1863
H 0.4510 -0.0971 0.5025
H 1.9226 2.1420 0.0174
H -1.6334 0.1310 1.4145
H -1.4926 -1.6778 -1.0788
H -2.8326 0.4820 0.0066
H 2.7541 -0.1119 1.3493
H 0.2149 -0.3473 -1.2979
H -1.8141 1.9498 -0.0929
```

Calculated values
- 2S+1 = 1
- LUMO (eV) = 0.63
- M (g/mol) = 114.15
- gap between HOMO and LUMO (eV) = 9.083
- HOMO (eV) = -8.449


--- z ---
DFT (ωB97M-V with the def2-TZVPD basis set) results for a molecular structure, C4H10N4.

The geometry in XYZ format:
```
18
Properties=species:S:1:pos:R:3
N -1.6121 -0.3120 -2.3689
N 2.3516 -0.1054 1.3758
N -0.0458 -0.1138 1.6620
N -0.6447 0.1026 0.3592
C -0.3102 -0.3602 -1.5343
C -0.6239 -1.1120 -0.2415
C -0.0047 0.8850 -0.5281
C 1.3167 0.3592 2.0829
H -2.3039 -0.4273 -1.5406
H -1.6079 0.6690 -2.8520
H 0.0887 -1.9634 0.1640
H -0.5105 1.8948 -1.0045
H 0.9783 1.3227 -0.5016
H 1.5487 0.4518 3.1109
H 0.5361 -0.4449 -2.1827
H -1.6806 -1.6474 -0.3922
H -0.6625 0.6333 2.4530
H 3.1866 0.1679 1.9386
```

Calculated values
- 2S+1 = 1
- LUMO (eV) = 0.68
- M (g/mol) = 114.15
- gap between HOMO and LUMO (eV) = 9.424
- HOMO (eV) = -8.748


Which one sits at the top of the stability order? x does.